The following is a quantum chemistry calculation of a single C5H11NOS molecule in a non-equilibrium geometry, from the OMol25 dataset.

Positions of all 19 atoms, in Å:
C (2.973985, 0.431816, -0.112467)
N (1.901594, -0.537759, -0.138608)
S (0.682390, -0.468063, 1.132327)
C (-0.796123, 0.014172, 0.136158)
C (-1.257659, -1.235082, -0.652655)
O (-1.419652, -2.333173, 0.268954)
C (-1.802212, 0.926877, 0.828657)
C (-0.978807, 1.398245, -0.387912)
H (3.738366, 0.174214, 0.601233)
H (3.544076, 0.477742, -1.039210)
H (2.313219, 1.423225, 0.066018)
H (2.322657, -1.463710, -0.260917)
H (-0.696396, -1.659248, -1.543377)
H (-2.253169, -0.965055, -1.072718)
H (-2.007249, -1.945270, 1.046806)
H (-1.541428, 1.088501, 1.832481)
H (-2.886306, 0.650433, 0.610283)
H (-1.482797, 1.763105, -1.292935)
H (-0.354492, 2.259033, -0.022109)

Forces on the atoms, in the same order (eV/Å):
-2.2 2.4 0.4
-0.5 -1.3 0.1
0.8 0.8 -1.4
1.4 -1.3 -1.0
-1.3 -0.1 -0.1
-1.9 1.6 1.7
-1.7 -2.2 -2.6
0.1 2.5 1.9
0.1 0.5 1.0
-0.6 0.1 -0.5
2.5 -1.7 -0.2
-0.9 0.1 0.3
0.1 1.0 1.4
0.3 -0.1 0.1
1.8 -1.3 -2.4
0.2 1.0 1.0
1.5 0.4 0.5
0.0 -1.1 0.3
0.2 -1.4 -0.6

Results
DFT total energy, eV: -19733.2703
F_max, eV/A: 3.8
SMILES: CNSC1(CO)CC1
Energy relative to the best compared isomer or geometry (same formula, charge and spin), kJ/mol: 369.06
Frontier orbital gap, eV: 9.63

These are the Mulliken partial charges, in e, on atoms 1 to 8:
1 C -0.6500
2 N -0.3464
3 S 0.0050
4 C 0.4878
5 C -0.5970
6 O -0.5251
7 C -0.6053
8 C -0.7751